1.
10
Properties=species:S:1:pos:R:3:forces:R:3:mulliken_charge:R:1 method="wB97M-V/def2-TZVPD" e_tot_ha=-247.265286 e_homo_ha=-0.421 largest_force_ev_per_a=4.58
C 0.87191 1.18809 -0.47666 -3.670 -2.563 -0.986 0.247
C -0.43349 -0.23308 0.94059 -0.841 0.162 -2.091 -1.308
C -0.26142 0.18898 -0.53963 0.506 1.274 0.649 0.287
N 1.91114 1.60234 -0.50391 3.661 2.083 0.162 -0.410
O 0.07795 -0.86462 -1.38717 0.657 -1.858 1.298 -0.488
H -0.22561 0.57002 1.58079 0.183 1.209 0.905 0.360
H -1.46806 -0.48821 1.02451 -0.436 -0.880 0.635 0.327
H 0.29846 -0.98612 1.13943 0.140 -0.832 0.323 0.429
H -1.15247 0.61524 -1.00859 0.088 0.381 0.550 0.239
H 0.38157 -1.59267 -0.76935 -0.287 1.024 -1.445 0.317


2.
10
Properties=species:S:1:pos:R:3:forces:R:3:mulliken_charge:R:1 method="wB97M-V/def2-TZVPD" e_tot_ha=-247.242900 e_homo_ha=-0.341 largest_force_ev_per_a=2.93
C -0.89809 0.35779 0.05742 0.284 0.420 -0.189 0.415
C 2.58407 0.02614 0.22992 -0.111 0.105 -0.162 -0.002
C -2.18617 -0.22421 -0.15274 -0.459 1.676 -1.437 -0.879
N 0.15547 0.79464 0.11713 -0.110 0.686 0.392 -0.394
O 3.19638 0.66231 -0.57839 0.701 0.275 0.008 -0.411
H 2.83611 0.12682 1.34576 -0.588 -0.462 -1.073 0.247
H 1.72820 -0.56675 -0.18421 0.821 -0.332 1.107 0.160
H -2.99214 0.38887 0.26326 0.143 -0.507 0.002 0.284
H -2.12262 -1.20588 0.12968 -0.415 -2.439 1.565 0.301
H -2.30121 -0.35973 -1.22785 -0.266 0.578 -0.212 0.279


3.
10
Properties=species:S:1:pos:R:3:forces:R:3:mulliken_charge:R:1 method="wB97M-V/def2-TZVPD" e_tot_ha=-247.162350 e_homo_ha=-0.326 largest_force_ev_per_a=1.59
C 0.33421 0.79779 -1.27088 0.052 0.427 -0.859 -0.501
C -0.75220 -1.03312 0.15636 0.012 0.245 -1.385 -0.672
O 1.51552 0.90087 -0.75393 0.197 0.063 0.346 -0.266
C -0.11666 -0.39070 1.26113 0.321 0.436 0.491 0.421
N 0.45171 0.22137 2.05460 -0.056 -0.127 -0.062 -0.470
H 1.61294 1.47170 0.03936 -0.246 -0.041 -0.138 0.348
H -0.38844 1.52563 -0.84566 0.209 0.049 0.376 0.211
H -0.37714 -0.48845 -0.88959 -0.424 -1.006 1.156 0.358
H -1.83461 -0.93153 0.18988 0.005 -0.081 0.065 0.289
H -0.44533 -2.07357 0.05873 -0.070 0.034 0.010 0.281


4.
10
Properties=species:S:1:pos:R:3:forces:R:3:mulliken_charge:R:1 method="wB97M-V/def2-TZVPD" e_tot_ha=-247.191049 e_homo_ha=-0.324 largest_force_ev_per_a=6.41
C 0.04056 0.73979 0.13685 2.523 1.536 -1.394 -0.105
C -0.93322 -0.37729 0.18202 -4.357 4.392 -1.674 0.011
C -2.29220 -0.12771 -0.12997 3.450 -0.246 1.484 -0.758
H 2.67816 -0.58522 -0.21115 -1.376 -0.680 0.287 0.377
H -0.16098 1.86301 -0.06148 -0.538 -2.160 0.813 0.280
H -0.62296 -1.35450 0.24774 0.832 -1.951 0.305 0.395
H -2.95008 -0.94890 -0.15050 -0.561 -1.150 -0.127 0.263
H -2.85295 0.80715 -0.21305 0.976 0.129 -0.074 0.267
N 1.34518 0.60290 -0.04948 -3.790 1.839 0.645 -0.397
O 1.70021 -0.67633 -0.04982 2.841 -1.710 -0.266 -0.334